A structure of composition C5H12NO2 in a non-equilibrium geometry, computed with ωB97M-V with the def2-TZVPD basis set.

Results
E_HOMO   -3.67 eV
Total charge   -1

The geometry in XYZ format:
```
20
Properties=species:S:1:pos:R:3:forces:R:3
O 0.28079 -1.39747 -2.22373 -0.43 -0.38 1.74
H 0.37046 3.81386 1.98047 0.97 0.77 -0.85
C -0.32210 -0.44078 0.62799 2.22 -0.41 2.01
H -0.11537 2.62093 3.18741 -0.05 -0.51 -0.60
H -1.99140 0.31031 -0.50568 0.32 -1.15 0.27
C -0.75094 0.67409 1.61618 1.81 -0.31 -0.90
H -0.38295 -1.52887 1.06464 -0.68 1.90 -1.03
C -0.96254 -0.14649 -0.66069 -1.66 5.77 -1.22
H -0.62573 0.85299 -1.28880 0.46 -2.16 2.06
C -1.00295 -1.14101 -1.65450 -0.10 -2.20 -4.92
H 1.25611 -1.38732 -1.36354 0.20 -0.14 -0.03
C 0.16359 2.78226 2.11921 -0.97 -2.19 -0.84
H -1.76239 1.06292 1.33064 0.40 -0.91 1.10
H -1.65006 -0.83833 -2.58232 0.63 0.08 1.46
H -1.64637 -1.95908 -1.26699 0.80 -0.86 0.05
O 2.31656 -1.62136 -0.66080 -1.69 3.06 0.51
H 0.81316 -0.35451 0.54771 -1.34 -0.14 -0.05
H 2.35891 -2.42110 -1.09102 0.66 -3.13 -1.32
H -0.52258 0.27437 2.67108 -0.71 1.35 -1.14
N 0.05271 1.90514 1.15765 -0.84 1.57 3.71
```
Forces are in eV/Å.

Löwdin atomic charge list, values in e, 4 entries: atom 1 (O): -0.272, atom 2 (H): 0.029, atom 3 (C): -0.242, atom 4 (H): 0.060

***

A cluster of 2 separate species, C5H12NO2 in total in a non-equilibrium geometry, computed with ωB97M-V with the def2-TZVPD basis set.

Results
E_HOMO   -2.60 eV
Total charge   -1

The geometry in XYZ format:
```
20
Properties=species:S:1:pos:R:3:forces:R:3
H -1.60558 1.52826 1.75050 -0.36 -0.02 -0.34
H 1.67270 0.33739 1.28878 -0.09 0.17 0.35
H 0.01927 0.60398 -0.59382 0.24 0.07 0.14
O 1.88677 -2.50357 1.10282 -0.01 0.10 0.35
C -0.30900 0.44219 0.44179 -0.26 0.26 -0.10
C 0.76252 -0.26562 1.24970 -0.03 -0.48 -0.44
C -2.16017 2.28196 -0.82285 -0.04 0.05 -0.47
H -0.15007 2.31311 1.67214 0.63 -0.16 -0.56
C 1.19140 -1.57432 0.47831 0.31 0.19 -0.59
H 0.64924 -1.37558 -2.03461 0.16 -0.10 0.17
N -1.33405 2.72453 0.01451 0.21 -0.37 0.07
H 1.75643 -1.08048 -0.39633 -0.05 -0.13 0.05
H -1.17779 -0.21791 0.34806 0.09 -0.11 0.00
H 0.27278 -1.97593 -0.05490 -0.26 0.15 0.35
H -2.44338 2.89294 -1.67407 -0.19 0.36 0.08
C -0.82708 1.76590 1.00986 -0.46 0.37 1.04
H 0.41109 -0.48559 2.26444 0.08 -0.09 -0.06
H 0.77103 -2.86657 -2.23349 0.08 0.09 0.15
O 0.68349 -2.04543 -2.72776 -0.19 -0.06 -0.43
H -2.59234 1.28237 -0.83897 0.11 -0.29 0.23
```
Forces are in eV/Å.

Löwdin atomic charge list, values in e, 4 entries: atom 1 (H): 0.107, atom 2 (H): 0.099, atom 3 (H): 0.105, atom 4 (O): -0.336

***

Computed relative energy (zero: lowest compared OMol25 entry of this formula, charge and spin), in the same sequence as the records: 500.0 351.1 kJ/mol.
Computed gap between HOMO and LUMO, in the same sequence as the records: 7.16 6.08 eV.
Computed E_tot, in the same sequence as the records: -10961.808 -10963.351 eV.